[1]
105
Properties=species:S:1:pos:R:3:forces:R:3 method="wB97M-V/def2-TZVPD" molar_mass_da=1079.1 homo_lumo_gap_ev=4.01 charge=-1
C 3.83162 -1.17706 -0.59588 -0.73 -1.16 -0.53
C 3.51772 -2.66657 -0.82781 3.36 -1.86 -1.18
O 4.32504 -3.52192 -1.24811 -3.77 3.06 1.63
N 2.08264 -3.10303 -0.40186 2.71 -1.39 -0.16
H 1.70143 -2.37362 0.18358 -0.82 1.53 0.84
H 1.48275 -3.25250 -1.20054 -0.06 -0.01 -0.43
C 2.15175 -4.36242 0.45936 -0.06 0.89 -0.32
H 3.82937 -0.98102 0.47635 -0.14 0.10 0.07
H 3.02187 -0.61710 -1.06369 -0.16 0.25 0.27
H 4.77315 -0.86593 -1.04844 0.00 -0.50 0.09
H 1.09865 -4.59878 0.61171 0.30 -0.74 -0.10
H 2.57633 -4.10646 1.43009 0.02 0.24 -0.11
H 2.82250 -5.04431 -0.06335 -0.64 -0.34 0.11
C -4.62966 0.50712 2.49400 0.58 0.17 1.25
C -4.86615 -0.89303 2.00370 0.63 0.94 -1.47
C -5.34748 -0.72077 0.57772 0.03 -0.95 -0.84
C -5.26838 -1.94504 -0.31307 -0.41 -0.56 -0.79
C -3.84614 -2.41717 -0.48360 0.45 0.24 1.25
C -3.22601 -2.78646 0.94809 1.44 -0.01 -1.15
N -3.50028 -1.61847 1.89525 4.44 0.62 7.10
O -2.56845 -1.32434 2.88937 -6.07 -1.98 -7.06
C -1.66967 -2.81131 0.67419 -0.92 -0.16 0.06
C -3.79562 -4.19342 1.49403 0.35 0.27 -0.95
C -5.87334 -1.63483 2.86628 0.46 -1.26 -0.14
H -5.48593 1.14264 2.26813 -0.06 -0.22 -0.09
H -3.74742 0.94528 2.02735 0.03 0.06 0.14
H -4.52263 0.46266 3.57782 0.28 0.43 0.03
H -4.73596 -0.02102 0.00808 0.03 0.62 0.50
H -6.36755 -0.34502 0.65758 0.02 0.05 -0.17
H -5.63665 -1.57759 -1.27091 -0.11 -0.42 -0.22
H -5.84957 -2.81880 -0.01834 -0.52 0.23 0.20
H -3.25682 -1.65057 -0.98671 0.20 0.46 0.49
H -3.67032 -3.26197 -1.14955 -0.55 -0.40 0.30
H -1.35438 -1.89754 0.17048 -0.18 0.42 0.69
H -1.50986 -3.51574 -0.14210 -0.15 -0.66 0.28
H -1.06305 -3.03819 1.55092 -0.05 0.08 -0.08
H -3.40944 -4.94003 0.80010 0.19 0.30 -0.55
H -4.87299 -4.32690 1.39627 -0.04 0.55 0.24
H -3.45358 -4.65389 2.42090 0.10 1.09 0.49
H -6.28839 -2.50645 2.36020 0.08 -0.05 -0.20
H -6.72612 -0.98767 3.07135 0.36 0.20 0.23
H -5.37887 -2.02412 3.75626 -0.28 0.37 0.32
C 1.63052 0.25720 -5.95073 0.02 1.18 1.00
C 2.78081 0.96428 -5.20204 0.33 0.48 0.91
C 2.30776 2.23250 -4.35958 -0.33 -1.45 -1.41
N 3.36801 3.12236 -3.71853 0.84 0.10 -1.09
C 4.36606 3.64986 -4.76441 -0.87 -1.09 0.41
C 4.09886 2.41524 -2.56466 0.68 1.25 -0.16
C 3.12309 2.47294 -1.43926 -0.96 -0.61 0.08
C 2.37015 3.82084 -1.61053 0.42 0.87 -0.72
C 2.68473 4.31144 -3.08396 -0.85 -1.11 1.17
H 1.89805 -0.74793 -6.27668 0.14 0.27 -0.21
H 1.32252 0.92255 -6.75729 -0.21 -0.44 -0.24
H 0.80624 0.17635 -5.24212 -0.32 -0.11 -0.20
H 3.58398 1.20321 -5.89912 0.07 0.12 0.01
H 3.17155 0.25109 -4.47624 0.30 -0.06 0.04
H 1.59280 1.81902 -3.64827 0.27 0.43 0.63
H 1.67624 2.84871 -4.99956 0.32 0.35 -0.06
H 3.82566 4.01321 -5.63850 -0.16 -0.01 0.17
H 4.95594 2.78240 -5.06048 0.30 0.37 0.00
H 4.93614 4.46866 -4.32546 0.08 -0.37 0.04
H 4.94827 3.03729 -2.28240 0.17 0.29 -0.49
H 4.51418 1.44614 -2.84114 -0.45 -0.02 -0.30
H 3.56749 2.31693 -0.45627 0.10 0.37 -0.06
H 2.51594 1.57845 -1.57837 -0.82 0.38 0.29
H 2.76982 4.63263 -1.00278 0.06 -0.46 0.55
H 1.30149 3.82849 -1.39605 0.07 -0.41 -0.03
H 3.34960 5.17500 -3.10145 0.06 -0.24 0.00
H 1.78666 4.52746 -3.66268 0.12 0.05 0.06
N -3.19793 1.95102 -3.61663 -2.71 -3.46 -4.93
S -3.25405 0.47779 -4.52582 -2.24 0.58 -4.24
O -3.86766 -0.65132 -3.86775 1.19 0.54 0.11
O -2.17333 0.27204 -5.51222 -2.32 0.31 2.22
F -4.49786 0.98051 -5.41299 0.59 -0.04 -0.02
S -2.09141 1.41287 -2.78424 6.52 2.85 7.08
O -0.77161 1.20880 -3.41813 -1.80 -1.34 0.71
O -2.47663 0.75175 -1.54842 0.24 -1.53 -1.68
F -1.79490 2.80272 -2.15362 0.57 1.82 0.73
N 1.12409 -1.19604 1.20761 0.83 0.03 2.91
S 0.52887 0.22996 1.03273 -3.49 5.70 -3.63
O 1.46342 1.32003 0.78082 -0.93 -2.30 0.44
O -0.71500 0.50962 1.72504 1.90 -0.68 0.67
F -0.14783 -0.01730 -0.41170 1.13 -0.58 -0.48
S 1.40878 -1.04977 2.85884 1.51 -3.16 5.10
O 0.40329 -1.60194 3.74450 0.22 0.87 -2.31
O 2.16323 0.06474 3.35834 -0.95 -0.25 -1.80
F 2.50667 -2.23242 2.95057 -0.21 0.25 -1.36
N 2.77835 -3.50860 7.84580 4.81 2.41 -4.39
S 1.37845 -3.31278 8.23957 -8.13 -1.08 4.35
O 0.46949 -4.10673 7.38850 0.61 1.91 1.13
O 0.91310 -2.04841 8.85932 0.96 -2.76 -1.57
F 1.56166 -4.29305 9.52688 -0.56 0.27 0.15
S 2.83972 -2.52734 6.49105 2.79 1.17 -2.65
O 2.03987 -1.31825 6.40613 -0.15 -2.27 0.23
O 3.14089 -3.25024 5.23884 -0.79 0.74 2.93
F 4.22468 -1.81940 6.84700 0.55 -0.65 0.06
N -0.10916 5.79162 2.61448 6.36 -1.00 5.08
S -0.68165 5.37246 1.36182 -8.28 0.64 -9.96
O -1.32240 4.08320 1.33672 0.60 0.17 -0.32
O -0.17088 5.84841 0.05908 0.18 -0.86 2.12
F -1.95274 6.36323 1.53289 -0.32 0.19 -0.26
S 1.08693 4.57477 2.54296 3.28 -3.28 3.80
O 2.18638 4.78274 1.60028 -1.94 0.11 0.72
O 0.69830 3.18079 2.84748 0.35 3.44 -1.12
F 1.76186 4.95193 3.93756 -0.11 0.62 -0.22



[2]
74
Properties=species:S:1:pos:R:3:forces:R:3 method="wB97M-V/def2-TZVPD" molar_mass_da=618.9 homo_lumo_gap_ev=6.93 charge=+2
Ir 0.51443 -0.82636 -0.52480 0.43 0.21 0.23
N 0.12731 -1.23119 -2.59377 -0.23 0.09 0.12
C -0.45185 -2.60732 -2.77380 0.05 -0.01 0.01
C -0.79081 -3.20832 -1.41616 0.01 0.13 -0.04
N 0.30399 -2.85970 -0.45846 0.05 -0.12 0.00
C 1.57829 -3.57446 -0.85919 -0.13 0.20 -0.09
C 2.80647 -2.81920 -0.39990 0.00 0.08 0.09
N 2.59151 -1.40473 -0.78898 -0.14 0.04 0.04
C -0.06616 -3.24347 0.94773 -0.12 0.12 -0.10
C 0.63443 -2.35638 1.97505 0.08 0.01 0.04
N 0.58556 -0.91614 1.56425 -0.19 -0.13 -0.13
H -0.61889 -0.57818 -2.81955 0.02 0.02 -0.07
H 0.84611 -1.05103 -3.28936 0.04 -0.07 0.02
H 0.25544 -3.21842 -3.32977 0.01 -0.01 0.01
H -1.35265 -2.54921 -3.38355 -0.01 0.00 0.03
H -0.92326 -4.29133 -1.47226 0.03 -0.01 -0.05
H -1.70116 -2.75723 -1.01944 0.01 -0.02 0.00
H 1.60473 -3.62743 -1.94472 -0.04 -0.01 -0.02
H 1.53749 -4.59832 -0.48993 0.07 0.00 0.05
H 3.70613 -3.23482 -0.85563 -0.05 -0.03 -0.03
H 2.94562 -2.85839 0.67625 0.03 -0.03 -0.04
H 2.76798 -1.30554 -1.78618 0.08 0.03 0.02
H 3.25544 -0.77711 -0.34344 -0.02 -0.08 0.10
H 0.15923 -4.29784 1.11293 0.13 0.03 0.04
H -1.14430 -3.14006 1.02036 0.05 -0.08 0.00
H 1.68158 -2.62421 2.08068 -0.04 -0.04 0.05
H 0.17734 -2.50058 2.95513 -0.06 0.03 -0.04
H 1.33987 -0.39007 1.99665 0.10 -0.09 0.02
H -0.27851 -0.48834 1.89238 0.00 0.03 0.06
C 0.24096 1.80402 -2.72137 -0.01 -0.07 0.00
Si -1.40103 1.41784 -1.86777 0.02 -0.01 0.16
C -2.51475 0.92472 -3.30629 -0.04 -0.02 0.00
C -1.91242 3.04934 -1.11708 0.01 -0.03 0.08
N -1.33590 0.06896 -0.66545 -0.16 0.17 -0.21
C -2.51010 -0.14007 0.08259 0.15 -0.04 0.10
C -2.56703 -1.01003 1.17864 0.08 -0.01 0.05
C -3.71626 -1.21775 1.93550 0.06 -0.01 -0.01
C -4.88275 -0.54697 1.63369 0.00 -0.01 0.00
C -4.85984 0.33012 0.55911 -0.01 0.06 -0.06
C -3.71604 0.53129 -0.19504 -0.11 0.00 -0.04
H 0.05290 2.75228 -3.23354 -0.05 0.03 0.01
H 0.56361 1.12435 -3.51183 0.00 -0.02 -0.01
H 1.06139 1.97857 -2.03194 0.04 0.00 -0.01
H -2.70508 1.80407 -3.92693 0.01 0.02 0.01
H -3.47881 0.51992 -3.00707 -0.05 -0.03 0.00
H -2.05926 0.19016 -3.97990 0.03 -0.01 0.00
H -2.36428 3.67534 -1.89000 0.01 0.01 -0.01
H -1.02304 3.56981 -0.75642 0.02 0.01 0.03
H -2.62605 2.97249 -0.29988 0.02 0.01 0.04
H -1.68503 -1.55318 1.45512 -0.07 0.00 0.07
H -3.68578 -1.91110 2.76697 0.01 0.00 0.01
H -5.78280 -0.69790 2.21163 0.00 0.00 0.00
H -5.75576 0.87534 0.29187 0.00 0.01 -0.01
H -3.79118 1.23076 -1.01127 0.00 -0.01 -0.05
C 3.67333 1.98478 2.52966 0.01 0.00 0.02
N 2.97595 1.90363 1.25289 -0.15 -0.01 -0.03
C 3.83326 1.77191 0.09096 0.05 0.03 -0.04
C 1.61831 1.94123 1.10502 0.29 0.03 0.16
O 1.06609 1.40278 0.11199 -0.17 -0.43 -0.41
N 0.89353 2.55676 2.06098 -0.06 -0.07 0.02
C -0.53092 2.27648 2.20346 0.05 -0.02 -0.04
C 1.35124 3.73963 2.78685 -0.01 0.02 0.01
H 4.40190 1.17285 2.58164 0.00 0.00 0.00
H 2.97459 1.87644 3.35397 0.02 -0.02 0.00
H 4.21415 2.92553 2.64509 0.00 0.00 0.00
H 4.59800 2.55030 0.10715 -0.02 0.01 0.00
H 3.25084 1.87760 -0.82029 0.00 -0.06 0.01
H 4.36862 0.81462 0.09737 0.01 0.02 -0.02
H -0.81761 1.44098 1.56986 -0.05 0.11 -0.08
H -1.12173 3.14409 1.91236 -0.05 0.01 -0.05
H -0.74758 2.04881 3.24888 -0.02 0.01 0.00
H 2.31035 4.07689 2.40942 -0.01 0.02 0.00
H 1.42497 3.54960 3.85815 0.01 0.01 0.00
H 0.62568 4.53814 2.62877 0.00 0.00 0.01